Entry 1:
# C25H48OP4Pr

A structure of composition C25H48OP4Pr (ωB97M-V/def2-TZVPD, the OMol25 dataset).

Frontier orbital gap (spin up / spin down): 3.7474 / 4.0385 eV
Charge: +3
Relative energy (zero: lowest compared OMol25 entry of this formula, charge and spin): 14.85 kcal/mol
Multiplicity: 3

Each line ends with the Löwdin charge.
Positions of all 79 atoms, in Å:
Pr -0.2928 0.1753 0.1836  0.67
P -2.0184 2.0791 1.8546  0.86
P -1.7365 -1.8430 1.7494  0.72
P 2.3990 -0.4864 1.0274  0.73
P -0.0891 -2.0419 -1.6465  0.72
O 4.5132 0.1878 -3.0853  -0.01
C -2.5892 3.0232 4.4799  -0.08
C -2.3383 3.6477 0.9684  -0.22
C 3.8027 1.6332 -6.8256  -0.08
C 3.4995 0.5531 -0.0281  -0.24
C 2.9853 0.6666 -6.2403  -0.08
C -3.0359 2.3126 3.3469  -0.39
C -0.2778 2.2603 2.4636  -0.28
C 0.2492 -3.7861 -1.1883  -0.23
C 5.0839 1.8552 -6.2975  -0.06
C -5.1997 2.0154 4.4435  -0.05
C -3.0862 -2.7723 0.9212  -0.23
C 3.4250 -0.0326 -5.1159  -0.05
C -4.7286 2.6867 5.5842  -0.03
C -2.7024 0.7647 -1.5055  -0.06
C 2.8535 -0.0046 2.7483  -0.24
C -4.3667 1.8416 3.3310  -0.12
C -1.6187 1.3566 -2.0875  -0.09
C 1.3157 -1.6920 -2.7712  -0.25
C -1.4225 -2.3036 -2.8774  -0.23
C 3.0840 -2.1823 0.8524  -0.23
C 5.5071 1.2114 -5.1291  -0.01
C -0.7606 -3.2390 2.4409  -0.24
C -2.6253 -1.3254 3.2731  -0.24
C 4.5629 0.4065 -4.4456  -0.31
C -3.4240 3.2009 5.5851  -0.04
H -1.2883 2.3657 -1.8095  0.08
H -1.0614 -2.9410 -3.6979  0.08
H 2.2784 -1.7337 -2.2454  0.04
H 3.0727 -2.5040 -0.1983  0.04
H -0.2405 3.1640 3.0703  0.06
H -3.3308 1.2792 -0.7645  0.07
H -2.6903 -3.3472 0.0736  0.03
H -1.9121 -0.9208 4.0021  0.06
H 2.2354 -0.5631 3.4650  0.05
H -2.3120 4.4692 1.6927  0.07
H -3.5594 -3.4551 1.6422  0.08
H -1.6001 3.8256 0.1775  0.05
H -2.2867 -2.7856 -2.4048  0.06
H -1.5847 3.4522 4.5114  0.10
H 1.1048 -3.8455 -0.5034  0.03
H 5.7330 2.5579 -6.8152  0.12
H 0.4723 -4.3759 -2.0889  0.08
H -1.1219 0.9245 -2.9631  0.08
H 5.3545 0.3630 -2.6271  0.12
H 0.0155 -2.8441 3.1099  0.05
H -1.7524 -1.3421 -3.2848  0.04
H 1.2172 -0.6837 -3.1911  0.05
H -0.2786 -3.8080 1.6361  0.03
H -3.8327 -2.0588 0.5506  0.06
H 3.9056 -0.1785 3.0224  0.08
H 1.3184 -2.4186 -3.5940  0.08
H -4.7671 1.3349 2.4453  0.11
H -3.1426 -2.1937 3.7121  0.08
H 3.4362 0.2503 -1.0852  0.02
H -3.3383 3.5951 0.5174  0.07
H 2.6361 1.0589 2.9170  0.05
H 3.1607 1.5999 0.0215  0.06
H 4.5575 0.5235 0.2700  0.08
H -6.2301 1.6268 4.4314  0.13
H -1.4274 -3.9024 3.0106  0.08
H 2.4491 -2.8926 1.3996  0.04
H 2.8398 -0.8493 -4.6945  0.08
H -3.0588 3.7423 6.4605  0.13
H -0.6227 -4.2289 -0.6863  0.04
H 6.5282 1.3544 -4.7644  0.12
H 4.1081 -2.3127 1.2216  0.08
H 0.0067 1.3996 3.0828  0.06
H 0.4502 2.3796 1.6462  0.03
H -3.1135 -0.1869 -1.8714  0.08
H 1.9971 0.4586 -6.6343  0.10
H -3.3596 -0.5397 3.0490  0.02
H -5.3761 2.8109 6.4635  0.13
H 3.4422 2.2066 -7.6882  0.12


Entry 2:
# C25H48P4SeTl

A structure of composition C25H48P4SeTl (ωB97M-V/def2-TZVPD, the OMol25 dataset).

Frontier orbital gap (spin up / spin down): 3.9059 / 4.5899 eV
Charge: +3
Relative energy (zero: lowest compared OMol25 entry of this formula, charge and spin): 63.43 kcal/mol

Each line ends with the Löwdin charge.
Positions of all 79 atoms, in Å:
Tl -0.4561 -0.0411 -1.5661  0.17
Se -0.3177 -0.3708 -3.9394  0.84
P -3.2677 -0.1345 -0.8571  0.79
P -0.1173 2.6920 -0.5713  0.77
P 0.0899 -2.7018 -0.5445  0.77
P 0.2728 0.3416 2.3498  0.95
C 1.5560 1.6002 2.7704  -0.25
C 1.8747 -3.1217 -0.3838  -0.22
C -0.6159 3.5005 -2.1470  -0.24
C 0.5536 0.4475 -6.3460  -0.08
C -1.2933 0.2760 6.1844  -0.06
C -0.8270 0.5225 3.8001  -0.40
C -0.4191 0.0586 5.1054  -0.05
C -2.9310 1.3363 4.7548  -0.03
C -2.5305 0.8468 6.0390  -0.04
C -0.9786 3.7486 0.6550  -0.23
C 4.4252 0.2388 -0.5192  -0.10
C 1.4668 0.4965 -7.3800  -0.01
C -0.7011 -3.7793 0.7013  -0.22
C -4.0810 -1.5930 -0.0973  -0.22
C 1.6151 3.2957 -0.4604  -0.23
C -3.9207 -0.2109 -2.5418  -0.29
C 1.2109 -1.1861 2.7936  -0.25
C 4.5725 0.0313 -1.8104  -0.10
C 1.0081 -0.0318 -5.0885  -0.61
C -4.2565 1.2412 -0.1560  -0.22
C -0.3364 -3.5627 -2.1024  -0.28
C 2.8184 0.1902 -7.1873  0.03
C 3.2503 -0.1498 -5.9127  -0.03
C 2.4039 -0.2408 -4.8352  -0.06
C -2.0755 1.1266 3.6455  -0.13
H 1.2659 0.5550 -1.4398  -0.02
H 1.1020 0.7795 -8.3383  0.12
H -5.2768 1.1856 -0.5570  0.08
H -0.1403 4.4820 -2.2024  0.07
H 2.3286 1.5893 2.0006  0.03
H 4.3065 -0.3700 -5.7337  0.14
H -0.6497 3.5076 1.6702  0.03
H -3.8150 2.2080 -0.4323  0.04
H 4.4705 1.2731 -0.1087  0.07
H 2.1031 -3.3452 0.6571  0.05
H -0.3059 2.8658 -2.9823  0.03
H 2.0661 -4.0001 -0.9965  0.06
H 1.9897 1.3529 3.7387  0.06
H -3.8727 1.7977 4.5805  0.10
H -5.0289 -0.2933 -2.4944  0.08
H 1.8899 3.4729 0.5812  0.05
H 1.0951 2.5871 2.8164  0.04
H -2.0579 3.5731 0.5988  0.04
H -1.7330 -3.4566 0.8711  0.04
H -5.1039 -1.6650 -0.4834  0.08
H -3.5146 -1.0802 -3.0957  0.06
H -0.4992 0.7077 -6.4552  0.11
H -1.4231 -3.6693 -2.1777  0.06
H -1.7016 3.6250 -2.1652  0.06
H 4.3855 -0.5576 0.2232  0.05
H 1.8381 -1.4697 1.9473  0.02
H 2.4950 -2.2895 -0.7257  0.03
H -0.7895 4.8110 0.4673  0.08
H -3.5332 -2.5098 -0.3454  0.04
H 0.5383 -0.4062 5.2823  0.10
H -4.1090 -1.4767 0.9923  0.06
H 3.5149 0.2264 -8.0263  0.15
H 0.1419 -4.5463 -2.0799  0.07
H 0.0132 -2.9685 -2.9601  0.00
H -1.0003 -0.0871 7.1991  0.14
H -2.3503 1.4676 2.6419  0.07
H 2.7448 -0.4753 -3.8028  0.09
H 4.3732 -1.0251 -2.2354  0.08
H 1.8344 -0.9928 3.6655  0.05
H -4.2946 1.1680 0.9382  0.05
H 0.4993 -1.9863 3.0070  0.04
H 2.2831 2.5447 -0.8915  0.02
H -3.2130 1.0262 6.8493  0.12
H -0.1521 -3.7300 1.6449  0.04
H -3.6534 0.6979 -3.1167  0.06
H -0.6981 -4.8061 0.3264  0.08
H 1.7034 4.2321 -1.0155  0.07
H 4.4038 0.8439 -2.5669  0.07